Below is C44H42IrN7O3PS as an isolated structure in a non-equilibrium geometry, with properties calculated with ωB97M-V/def2-TZVPD.

Each line ends with the Mulliken charge.
CARTESIAN COORDINATES (ANGSTROEM)
Ir 0.83582 0.46343 0.15075  2.37
C 0.69403 -3.49422 1.55598  -1.62
C 0.17405 -3.44666 2.84118  -0.54
C -0.21388 -2.23089 3.35255  -0.60
C -0.10377 -1.05940 2.59973  0.38
N 0.43355 -1.12404 1.35291  0.15
C 0.80900 -2.31952 0.85814  -0.75
N -0.59447 0.07603 3.21872  -0.29
C -0.72179 1.20219 2.63024  -0.07
N -0.37196 1.51166 1.34862  -0.18
C -0.81623 2.77237 1.03122  0.09
N -0.81779 3.34901 -0.10795  -0.61
C -0.57889 2.71235 -1.32091  0.35
C -0.76614 3.51017 -2.45199  -0.54
C -0.68328 2.97098 -3.71232  -0.50
C -0.41665 1.61101 -3.84656  -1.13
C -0.19067 0.87983 -2.70856  -0.69
N -0.25370 1.40685 -1.46574  -0.05
C -1.41042 3.36771 2.25729  0.19
C -1.96267 4.60840 2.49299  -0.24
C -2.47391 4.84608 3.76664  -0.66
C -2.44555 3.85785 4.74856  -0.78
C -1.89195 2.60598 4.49289  0.08
C -1.37404 2.39147 3.23508  0.15
H 1.01046 -4.42030 1.09875  0.60
H 0.06524 -4.35046 3.42624  0.44
H -0.63341 -2.12544 4.34249  0.60
H 1.21124 -2.30592 -0.13907  1.13
H -0.98330 4.55506 -2.28455  0.53
H -0.83139 3.59190 -4.58599  0.44
H -0.37749 1.13336 -4.81579  0.53
H 0.05497 -0.17236 -2.75392  0.98
H -1.99082 5.35836 1.71354  0.56
H -2.90408 5.81104 3.99949  0.43
H -2.86857 4.06770 5.72218  0.44
H -1.85837 1.82809 5.24460  0.60
C -3.59824 -6.76923 -3.32293  -0.95
C -4.37553 -5.63329 -2.66003  -0.87
C -3.95152 -4.26696 -3.17271  -0.10
N -2.57713 -3.98907 -2.74156  0.28
C -1.85109 -2.90294 -2.96562  -0.30
S -0.45031 -2.55579 -2.11211  -0.33
N -2.30978 -2.00744 -3.92961  0.19
C -2.67307 -2.19214 -5.26998  0.31
O -3.12620 -1.25363 -5.87948  -0.60
C -2.40139 -3.51318 -5.90741  0.10
C -3.29572 -3.96882 -6.87130  -0.29
C -3.06035 -5.17005 -7.51829  -0.62
C -1.92092 -5.90816 -7.21842  -0.40
C -1.01135 -5.43669 -6.28138  -0.81
C -1.24665 -4.23583 -5.62701  0.12
H -3.95010 -7.73823 -2.97057  0.37
H -2.52831 -6.71072 -3.11102  0.29
H -3.71972 -6.73533 -4.40784  0.21
H -4.24880 -5.66777 -1.57337  0.37
H -5.44090 -5.75179 -2.85951  0.39
H -4.60626 -3.48010 -2.79208  0.29
H -4.01268 -4.26468 -4.25763  0.09
H -2.17936 -4.61671 -2.05841  0.31
H -2.15615 -1.03483 -3.70226  0.13
H -4.17276 -3.37625 -7.09885  0.46
H -3.75804 -5.52683 -8.26439  0.41
H -1.73265 -6.84287 -7.73031  0.42
H -0.11330 -5.99974 -6.06357  0.43
H -0.51596 -3.85398 -4.92297  0.45
C 3.85995 2.04351 1.03494  -1.69
P 2.76634 0.67799 1.50046  1.36
C 3.91463 -0.72384 1.65565  0.70
C 3.90655 -1.80488 0.77954  -0.29
C 4.81351 -2.84563 0.94295  -1.07
C 5.73283 -2.81286 1.97785  -0.63
C 5.76820 -1.72235 2.83847  -0.82
C 4.87135 -0.68133 2.67588  -0.61
C 2.35462 1.07545 3.21807  0.72
C 2.31560 0.10402 4.21511  -0.68
C 1.94950 0.44848 5.50698  -0.96
C 1.60909 1.75867 5.80911  -0.65
C 1.62947 2.72871 4.81680  -0.61
C 1.99523 2.38812 3.52414  -0.90
H 4.55349 2.20504 1.86040  0.53
H 3.29027 2.94800 0.83215  0.46
H 4.40078 1.77994 0.13285  0.51
H 3.21364 -1.82421 -0.04368  0.44
H 4.79892 -3.68146 0.25544  0.48
H 6.43335 -3.62727 2.10885  0.42
H 6.49457 -1.68536 3.63949  0.44
H 4.91376 0.16681 3.34812  0.45
H 2.57660 -0.92140 3.98676  0.56
H 1.92784 -0.30987 6.27892  0.43
H 1.32554 2.02584 6.81900  0.44
H 1.35354 3.74979 5.04604  0.47
H 1.99585 3.15114 2.75383  0.30
C 3.68260 0.28885 -2.83999  -1.60
C 2.71151 0.51351 -1.72595  0.97
O 2.52809 1.63648 -1.21120  -0.57
O 2.04791 -0.49276 -1.27852  -0.81
H 4.05865 1.23767 -3.21054  0.41
H 3.19363 -0.26482 -3.64096  0.34
H 4.51232 -0.31839 -2.47328  0.34

Values from the calculation:
HOMO level = -10.257 eV
Orbital gap = 7.10 eV
E_tot = -85844.908 eV
Relative energy (zero: lowest compared OMol25 entry of this formula, charge and spin) = 2.5667 eV
2S+1 = 1
Charge = +1